Entry from the OMol25 dataset: an isolated ion of composition C3H2ClN2O and charge +1 at a distorted geometry (ωB97M-V/def2-TZVPD).

For the orbital gap, the calculation gives 7.69 eV. For the calculated total energy, the calculation gives -760.08921 a.u. As for the LUMO energy: -0.262 Eh. The max |F| comes out at 0.1126 hartree/bohr. Its charge is +1. As for the highest occupied orbital energy: -0.545 hartree.

Element x y z (Å)
C -0.84 -0.84 0.00
C 1.32 -0.56 -0.04
C 0.25 1.19 -0.02
N 0.34 -1.44 -0.15
N -0.91 0.47 0.02
O 0.49 2.36 -0.11
Cl 2.88 -0.65 -0.06
H -1.78 -1.53 0.05
H -1.75 1.01 0.32